1.
Density functional theory data (wB97M-V/def2-TZVPD) for C59H39CsN7O3S as an isolated structure at a distorted geometry.

Structure (XYZ):
```
110
Properties=species:S:1:pos:R:3:forces:R:3:lowdin_charge:R:1
C 12.422 -21.415 -7.574 0.255 -0.317 -0.774 -0.007
C 13.786 -15.765 -9.721 -0.303 0.164 -0.057 -0.129
C 4.963 -23.431 -4.494 -0.508 -0.716 0.197 -0.058
C 5.214 -23.926 -2.168 1.185 0.584 -1.054 -0.052
H 10.354 -23.861 -8.938 -0.391 0.002 -0.726 0.113
H 10.860 -15.302 -5.878 -0.237 -0.303 0.380 0.107
C 6.962 -17.575 -4.609 -1.183 0.447 1.236 -0.068
C 11.287 -25.380 -1.819 -0.519 0.046 -0.359 -0.029
C 12.167 -17.121 -7.880 -1.194 -1.393 0.294 -0.179
H 9.311 -16.816 2.740 -0.194 0.108 -0.211 0.106
H 2.983 -26.061 -3.420 -0.171 -0.058 -0.750 0.091
C 12.787 -26.158 -8.344 1.388 -1.117 0.631 -0.122
H 12.185 -24.234 -0.231 0.160 0.380 0.169 0.118
O 7.305 -19.373 -6.792 1.526 0.669 -0.390 -0.005
O 12.448 -21.436 -1.431 0.643 -0.385 0.329 -0.143
H 14.447 -15.181 -10.350 -0.391 -0.081 -0.514 0.091
C 5.386 -20.408 -2.933 0.449 -0.122 -0.994 -0.054
H 4.455 -18.410 -3.243 0.168 -0.330 0.157 0.089
H 12.489 -24.436 -5.395 0.531 -0.212 0.485 0.109
H 6.329 -15.532 -6.095 1.370 -0.179 -2.881 0.075
H 13.364 -26.998 -8.824 -0.639 1.001 0.544 0.109
C 13.102 -25.789 -7.007 0.239 -0.635 -0.567 -0.092
N 8.893 -18.005 -6.202 -0.249 -0.216 1.094 -0.005
C 10.044 -18.219 1.303 -1.291 -1.153 -0.509 -0.157
H 4.710 -21.021 -2.383 -0.496 -0.043 0.308 0.091
C 11.356 -24.302 -0.910 -0.927 -0.901 -1.030 -0.002
H 13.930 -17.046 -6.658 -0.338 0.066 0.465 0.110
C 7.780 -22.963 -4.528 1.898 2.837 1.249 -0.360
N 9.016 -22.406 -4.736 -1.174 0.514 0.413 0.079
H 3.686 -13.498 -3.467 0.220 0.347 0.139 0.091
C 11.188 -18.041 -7.053 0.819 2.770 -0.620 -0.075
H 9.036 -25.040 -6.680 -0.418 0.116 0.406 0.103
C 10.080 -16.051 -5.770 -0.383 -1.525 -0.977 0.004
C 11.209 -21.600 -6.812 0.281 -0.562 0.421 -0.263
C 7.439 -18.175 0.256 2.453 -1.095 0.242 -0.067
C 14.304 -16.072 -8.488 -1.036 0.099 0.496 -0.094
S 7.950 -22.376 -1.846 0.335 0.221 0.733 1.082
H 3.672 -24.686 -5.617 -0.220 0.030 0.889 0.110
H 10.808 -17.288 -9.513 -1.718 -0.456 -0.206 0.098
C 9.749 -19.120 0.227 -1.751 0.842 0.314 -0.208
C 10.250 -25.500 -2.734 1.502 0.235 0.828 -0.046
N 8.456 -19.042 -6.998 -1.306 0.133 -0.218 0.025
H 11.575 -25.844 -10.072 0.043 0.230 0.554 0.104
O 13.586 -21.795 0.520 -1.006 0.550 -0.511 -0.045
H 7.045 -16.596 1.787 0.417 -1.027 -0.483 0.115
C 4.432 -14.253 -3.674 -0.427 0.356 -0.309 -0.112
C 8.777 -24.305 -5.913 1.856 -0.258 -1.894 -0.047
C 4.014 -24.470 -4.586 0.405 0.255 -0.751 -0.077
C 11.389 -24.037 -7.144 0.981 -1.558 -0.255 -0.190
H 13.268 -19.547 -8.300 0.628 0.154 -0.571 0.093
H 15.304 -15.689 -8.270 -0.294 -0.533 0.376 0.101
C 6.556 -20.923 -3.569 0.184 0.144 0.070 -0.366
C 6.111 -16.361 -4.204 0.070 -0.831 -1.620 -0.135
H 13.027 -19.711 2.072 -0.458 0.161 -0.144 0.120
C 13.452 -16.723 -7.571 1.508 -0.238 0.305 -0.043
H 13.141 -22.181 -7.869 -0.409 0.231 -0.001 0.116
H 13.941 -26.303 -6.494 -0.784 0.398 -0.272 0.105
H 5.198 -22.864 -5.386 0.064 -0.009 0.071 0.133
C 5.275 -19.109 -3.362 1.533 0.682 -1.028 -0.029
C 3.683 -25.241 -3.476 -0.099 0.382 0.478 -0.107
C 8.391 -19.054 -0.286 0.074 0.798 0.195 -0.002
C 7.755 -17.342 1.352 -0.185 0.829 0.138 -0.099
H 11.502 -17.882 2.858 -0.172 -0.318 -0.740 0.125
N 7.233 -20.019 -4.278 -0.297 0.603 0.890 0.103
C 9.017 -17.380 1.854 1.348 -0.172 0.080 -0.054
N 10.676 -20.374 -6.481 0.377 1.001 -0.514 0.056
H 12.208 -15.789 -11.118 -0.295 -1.044 1.510 0.117
H 10.230 -22.503 -0.307 0.396 -0.933 -0.397 0.107
H 12.042 -26.128 -1.850 0.529 -0.382 0.091 0.096
N 9.312 -24.558 -2.745 -2.021 0.208 -0.872 0.092
C 10.306 -23.417 -0.938 -0.875 1.642 0.541 -0.058
N 10.619 -20.062 -0.246 -0.547 0.793 0.584 0.072
C 11.750 -20.209 0.399 0.465 -0.248 0.306 -0.175
C 8.125 -17.272 -5.251 1.774 0.818 -0.794 -0.185
C 4.666 -15.217 -2.711 -0.180 0.091 0.505 -0.087
C 12.373 -24.793 -6.400 -1.408 1.453 -1.051 -0.023
H 5.816 -16.951 -2.195 -0.117 -0.474 0.387 0.093
H 8.561 -24.592 -3.511 0.956 0.093 0.775 0.145
C 11.798 -25.527 -9.042 -0.823 0.549 -0.530 -0.103
C 5.693 -23.236 -3.323 -0.708 -0.536 1.062 -0.199
C 9.613 -23.174 -5.652 -0.751 -1.324 -0.708 -0.278
H 6.457 -18.222 -0.075 -1.604 0.002 -0.868 0.072
C 6.513 -18.848 -4.153 -1.667 -0.791 0.616 -0.242
C 8.951 -16.091 -5.012 -0.909 0.755 0.023 -0.023
H 5.700 -23.760 -1.224 0.124 0.143 0.243 0.075
H 4.269 -15.078 -1.703 -0.163 -0.110 -0.326 0.104
H 10.203 -26.296 -3.474 -0.149 0.314 0.117 0.137
H 4.952 -13.416 -5.591 -0.173 -0.380 -0.117 0.099
C 10.715 -22.853 -6.510 0.513 0.005 0.475 -0.051
C 12.087 -19.459 1.572 0.754 -1.000 -1.068 0.001
C 7.596 -24.107 -5.250 -1.402 -2.373 -0.615 -0.101
C 11.687 -16.858 -9.162 2.050 1.180 -0.831 -0.032
C 11.431 -19.440 -7.125 -1.783 -2.113 1.144 -0.255
C 5.053 -14.270 -4.925 0.265 -0.875 0.420 -0.069
C 12.496 -20.096 -7.825 0.731 0.548 0.243 -0.023
C 11.096 -24.457 -8.455 0.819 0.369 1.370 -0.027
C 6.973 -22.363 -3.424 -1.430 -0.843 -0.203 -0.468
C 4.234 -24.897 -2.250 0.058 0.069 0.456 -0.108
C 12.713 -21.265 -0.213 0.193 -0.073 -0.269 -0.667
H 8.119 -19.693 -1.135 -0.008 0.176 0.434 0.048
C 9.250 -23.537 -1.866 0.633 -0.578 -0.225 -0.466
C 10.118 -17.357 -6.478 0.579 -0.916 0.292 -0.149
C 11.259 -18.469 1.943 0.595 1.332 2.145 -0.050
H 8.656 -15.356 -4.247 0.186 -0.349 -0.572 0.126
C 5.486 -16.299 -2.969 0.900 1.328 -0.335 -0.064
Cs 10.423 -19.966 -3.369 -0.057 -0.135 -0.271 0.915
C 12.482 -16.157 -10.075 0.786 1.114 -1.146 -0.074
H 3.931 -25.400 -1.317 0.113 0.149 -0.622 0.105
C 5.844 -15.384 -5.222 -0.977 0.104 4.109 -0.002
H 6.702 -24.750 -5.368 0.889 0.600 0.335 0.120
```
Forces are in eV/Å.

Properties
Net charge: -1
Energy in eV: -89769.4178
Spin multiplicity: 1

---

2.
Density functional theory data (wB97M-V/def2-TZVPD) for C59H47N7O2S2TeTi as an isolated structure at a distorted geometry.

Structure (XYZ):
```
119
Properties=species:S:1:pos:R:3:forces:R:3:lowdin_charge:R:1
H 1.769 3.363 0.529 -0.431 0.097 0.585 0.085
C 3.785 2.232 -2.252 -1.254 0.469 -2.416 -0.044
H -5.268 3.084 -0.329 0.336 0.787 -0.822 0.094
H -3.064 -4.661 -1.207 0.101 0.734 -0.621 0.120
C -1.697 -1.956 4.677 -0.173 0.005 -1.206 -0.025
C 1.638 -0.251 -3.818 1.114 1.039 1.794 -0.002
C 3.609 -0.906 0.988 -1.241 0.566 1.241 -0.321
H 5.610 -0.428 0.908 0.104 0.263 0.371 0.178
N 1.181 1.798 -0.622 0.158 -0.362 -0.109 -0.145
C -3.300 2.144 -0.898 -0.889 2.068 0.571 -0.085
C 4.537 -0.087 2.757 1.078 -0.513 0.990 -0.214
C -0.001 4.094 -0.567 0.568 -1.355 -0.027 -0.443
C -4.662 -1.363 -2.358 0.431 -0.613 0.513 -0.061
C 0.773 -2.547 3.571 0.360 -0.445 0.616 -0.138
C 0.450 -3.069 4.831 -0.223 0.898 -0.900 -0.064
C -4.468 2.401 -0.117 -0.810 -1.595 0.790 -0.081
N 2.047 -1.803 -0.474 -1.256 -1.010 0.437 -0.079
C -1.208 -2.995 -2.420 1.180 -1.995 0.823 -0.256
C 4.369 3.576 -4.226 1.381 0.071 1.184 -0.112
C 4.727 2.972 -2.980 -0.708 0.094 -0.254 -0.079
H -5.024 -0.440 -2.752 -0.615 0.490 0.099 0.090
C -2.403 -6.414 1.833 0.329 -0.226 0.914 -0.105
C 2.423 2.131 -2.756 0.169 0.486 1.331 -0.215
C -1.696 7.306 1.648 -0.511 0.992 -0.205 -0.164
H 5.125 4.171 -4.721 0.007 -0.046 -0.135 0.092
H -4.039 -5.091 2.252 1.691 0.186 -0.582 0.133
C 3.096 3.512 -4.703 -2.253 -1.025 1.748 -0.077
H -6.440 -2.014 -1.279 -0.725 0.005 -0.053 0.087
C 2.707 -0.215 4.295 0.221 0.374 0.579 -0.039
N -0.133 -3.175 0.567 0.538 -0.795 0.223 0.121
H -0.561 3.507 -1.288 -0.636 0.489 -0.279 0.043
C -1.025 -4.179 0.976 -0.657 1.235 0.613 -0.202
C -2.607 0.570 0.742 -0.016 -0.655 -0.862 -0.259
C 5.460 0.243 3.724 0.002 1.591 2.057 -0.028
C -3.148 8.748 0.342 -0.118 -1.089 -0.439 -0.081
C -5.463 -2.267 -1.613 2.629 -0.669 -1.091 -0.042
H 3.007 -3.145 0.703 -0.215 -0.559 0.079 0.131
H 2.167 -0.784 -6.527 -0.324 -0.344 0.088 0.082
C 3.223 -0.401 3.033 -0.733 -0.554 -1.061 -0.210
H 4.038 -1.663 -0.981 0.004 0.609 0.414 0.161
S -3.788 -0.145 2.939 -0.204 0.400 -0.514 1.110
H -0.758 -7.591 1.345 0.691 0.047 0.283 0.107
H 5.727 3.160 -2.562 -0.416 -0.291 -0.344 0.097
H 2.586 0.286 -3.981 -0.744 -0.201 -0.514 0.117
C 3.281 -1.082 -0.397 0.644 -1.136 -2.700 -0.123
H 1.091 2.869 -4.207 -0.748 -0.093 -0.341 0.105
H 2.664 4.041 -5.525 0.543 0.321 -0.712 0.093
O -0.689 -4.112 -2.181 -1.443 1.890 -0.468 0.063
C -1.808 6.250 0.787 -0.768 0.715 -0.869 -0.604
C -2.302 1.299 -0.445 -1.697 0.068 1.034 -0.026
H 1.700 -1.863 -1.419 -0.206 0.773 -0.632 0.111
H 0.053 -3.044 -4.659 -0.275 -0.654 -0.541 0.105
C 2.111 2.836 -3.915 1.701 0.084 -0.018 -0.044
C 1.029 0.990 0.407 -0.597 0.374 0.737 -0.603
C -1.088 -6.573 1.486 0.315 0.046 -1.565 -0.015
C 0.974 -3.827 0.359 1.419 0.403 -0.466 -0.288
H 4.071 1.680 -1.393 0.196 -0.152 0.922 0.078
C -4.793 1.649 1.022 1.176 0.084 -0.468 -0.096
H -1.352 1.290 -0.913 0.599 -0.276 -0.259 0.081
C 3.526 0.292 5.263 3.203 0.575 0.426 -0.052
C 2.272 -3.174 -0.109 -1.205 -0.638 2.254 -0.088
H -2.804 -0.919 -3.301 0.440 0.547 -0.069 0.117
C -2.603 6.471 -0.360 0.253 -0.886 0.811 -0.142
C -1.355 -1.477 3.405 1.281 -0.427 1.612 -0.286
N 4.779 -0.464 1.476 -0.231 -0.295 -1.733 0.198
C -2.343 8.539 1.422 0.854 -0.784 0.693 -0.100
H 1.780 -2.769 3.206 -0.346 0.048 -0.120 0.093
C 1.275 1.398 -1.986 2.110 0.526 -1.406 -0.159
H -2.746 5.602 -0.994 -0.136 0.309 -0.382 0.086
C -2.664 -2.741 -2.202 0.004 -0.545 0.068 -0.143
H 2.099 3.694 -1.066 -1.401 -0.867 0.136 0.133
C 1.328 -1.321 -4.608 -0.238 -0.434 0.798 -0.286
N -1.746 -0.291 1.428 0.341 0.294 -0.276 -0.036
C -0.079 -1.694 2.873 0.150 -0.384 -0.634 -0.173
C 1.268 3.250 -0.427 2.240 1.290 0.587 -0.276
H -3.152 2.935 -1.679 0.226 -1.315 0.390 0.117
C 0.045 -0.838 -2.086 0.042 -0.221 -1.757 -0.331
C -2.958 -5.140 1.874 -3.083 0.196 0.888 -0.097
C 0.302 -2.153 -4.137 0.748 0.380 -0.581 -0.016
H -3.858 7.755 -1.439 -0.488 0.090 -0.387 0.091
O -0.523 -0.774 -0.899 -0.717 0.050 1.557 -0.224
H 1.642 -5.807 0.494 0.220 -0.212 -0.120 0.163
H -2.118 9.269 2.173 -0.320 0.622 0.111 0.096
C -3.461 -3.704 -1.597 -0.940 -0.778 0.669 -0.027
H -5.548 1.864 1.779 -0.281 0.176 -0.775 0.110
H -2.927 -7.294 2.231 -0.030 0.570 -0.412 0.113
H 0.273 5.072 -0.932 -0.156 0.199 -0.224 0.055
H -1.143 7.248 2.548 0.690 -0.299 0.737 0.075
H -2.723 -1.772 5.016 0.497 -0.071 0.393 0.104
H 3.274 0.524 6.294 -0.678 -0.295 -0.281 0.099
H -5.303 -4.371 -0.957 -1.025 -0.539 0.700 0.081
H 2.637 -3.785 -0.879 0.829 -0.695 -1.458 0.124
C 0.994 0.118 -2.564 -0.649 -0.456 -0.710 -0.119
C -2.157 -0.613 2.628 -1.464 0.058 -1.924 -0.575
C -0.776 -2.731 5.364 -0.969 0.658 -0.294 -0.088
H -1.093 -2.975 6.329 -0.008 -0.858 1.430 0.083
H 6.491 0.485 3.515 0.139 -0.341 -0.207 0.106
N 2.620 -0.939 1.864 1.147 0.701 0.381 0.128
C 2.111 -1.651 -5.848 -0.382 0.379 -0.359 -0.054
H 3.094 -0.161 -0.922 0.258 0.702 -0.072 0.108
C -3.306 -1.598 -2.648 -1.140 -0.249 0.111 -0.016
Ti 0.304 -0.958 0.848 0.647 1.820 0.378 0.942
Te -1.053 4.390 1.268 0.278 -0.677 0.488 1.319
C -3.867 0.673 1.351 1.171 0.104 1.576 -0.417
C -3.276 7.650 -0.549 0.162 1.086 -0.002 -0.088
H 1.548 -2.464 -6.293 0.294 -0.123 -0.644 0.066
H 5.631 0.741 5.890 -0.915 -0.048 -1.443 0.116
H 1.167 -3.626 5.399 0.215 -0.339 0.162 0.100
H 1.718 -0.504 4.498 -1.137 -0.021 0.249 0.085
H -3.690 9.679 0.248 0.013 -0.072 -0.358 0.100
H 3.157 -1.946 -5.733 -0.142 -0.176 0.518 0.075
C -0.291 -1.930 -2.913 0.036 0.566 0.491 -0.125
C 4.957 0.512 5.006 -1.066 -0.836 0.191 -0.056
C -4.843 -3.516 -1.362 1.356 1.527 -0.347 -0.062
N 0.894 -5.153 0.586 -0.831 -0.313 0.215 0.194
C -2.319 -3.994 1.465 -0.146 0.121 -0.226 -0.007
H -2.811 -3.006 1.496 0.416 -0.715 -0.089 0.126
S 0.526 1.416 2.024 0.597 -0.839 -1.560 0.666
C -0.421 -5.431 0.996 0.465 0.053 0.264 -0.140
```
Forces are in eV/Å.

Properties
Net charge: 0
Energy in eV: -128549.6179
Spin multiplicity: 1